A cluster of 9 separate species, C40H83N5O14P3 in total in a non-equilibrium geometry, computed with ωB97M-V/def2-TZVPD.

Its total charge is -1. As for the largest force on an atom: 0.08688 Eh/bohr. Its LUMO energy is 1.9 eV. The HOMO energy is -6.08 eV. The orbital gap is 0.2945 Ha.

```
145
Properties=species:S:1:pos:R:3:forces:R:3
C 1.293660 0.145804 -0.436839 -0.163 -0.458 -1.221
C 0.314250 0.904114 0.415961 1.139 1.071 0.429
O 0.199570 2.124564 0.198971 -0.223 1.233 -0.940
O -0.168590 0.312354 1.369831 -1.242 -1.681 1.667
H 2.322540 0.204544 -0.081809 -0.145 0.111 0.266
H 1.262440 0.569814 -1.440499 0.245 -0.027 -0.214
H 0.993520 -0.900246 -0.498379 0.176 -0.173 0.058
C -2.690820 -4.091956 2.851241 -0.889 -1.408 0.249
C -2.989630 -3.173006 1.711291 0.974 1.631 0.482
O -2.720960 -3.699836 0.421251 -0.559 -0.753 -2.462
P -3.675470 -3.241346 -0.831549 -0.888 -0.370 0.512
O -5.138740 -3.522976 -0.595789 2.553 1.212 -0.479
O -3.247370 -1.666856 -1.097569 -1.079 -2.138 0.181
C -1.869480 -1.294416 -1.271529 0.714 -0.130 -0.243
C -1.360380 -1.583376 -2.660119 -0.016 -0.745 -1.026
O -3.101120 -4.118716 -2.094729 -0.189 0.745 1.271
C -3.979060 -4.476386 -3.182399 -0.995 -0.408 -0.143
C -4.034440 -6.004726 -3.418379 0.496 0.831 0.166
H -2.924810 -3.636126 3.813301 0.021 0.426 -0.153
H -3.359550 -4.951366 2.803111 0.144 -0.350 0.002
H -1.659660 -4.439286 2.915841 0.025 0.089 -0.338
H -3.996290 -2.755116 1.721431 0.002 -0.079 0.295
H -2.241770 -2.392766 1.852791 -0.354 0.635 -0.293
H -1.802250 -0.223976 -1.077289 -0.149 -0.137 0.313
H -1.238620 -1.839866 -0.569679 -0.144 0.218 0.347
H -1.449240 -2.631766 -2.944849 -0.327 -0.101 0.312
H -1.900540 -1.046556 -3.439949 0.013 0.292 0.102
H -0.288270 -1.432516 -2.786299 0.057 0.626 0.327
H -4.963700 -4.028996 -3.046719 -0.121 -0.287 0.514
H -3.657930 -4.001516 -4.109479 0.720 0.018 0.096
H -2.998400 -6.298876 -3.586309 -0.084 -0.338 -0.154
H -4.438720 -6.628656 -2.621279 -0.027 0.452 0.256
H -4.629960 -6.201546 -4.309849 0.114 0.059 -0.114
C 1.250400 -2.991546 1.831731 0.062 0.822 -0.178
C 0.915090 -3.878916 0.652331 -2.261 0.520 1.617
O 2.054290 -4.297686 0.042911 3.005 -3.013 -1.362
P 2.227160 -5.839846 -0.468999 -0.044 1.632 -2.064
O 3.555170 -6.082036 -1.074709 -0.801 -0.001 1.250
O 1.651320 -6.767596 0.710221 0.561 0.955 -0.901
C 1.278210 -8.104706 0.416201 -0.993 -1.937 0.138
C 0.352300 -8.685506 1.497521 -0.603 0.685 0.130
O 1.091610 -5.933156 -1.644389 0.543 -0.514 1.577
C 1.221750 -5.215666 -2.873299 -1.954 0.179 -0.222
C -0.212170 -5.192336 -3.452519 0.308 0.235 -0.470
H 0.347770 -2.765956 2.399591 0.018 0.010 0.072
H 2.034270 -3.366716 2.489671 -0.209 -0.547 -0.039
H 1.648320 -2.035366 1.491911 -0.156 0.116 -0.109
H 0.321730 -4.725966 0.996611 -0.107 -0.157 0.066
H 0.292150 -3.380526 -0.090399 -0.134 0.345 0.041
H 0.786300 -8.200996 -0.551709 -0.088 0.546 -0.037
H 2.104640 -8.813426 0.363011 0.649 0.599 -0.025
H 0.890920 -9.154696 2.320831 -0.010 0.030 -0.106
H -0.326230 -7.941826 1.915421 0.359 0.480 0.128
H -0.396120 -9.367426 1.093851 0.510 -0.476 -0.320
H 1.431680 -4.159986 -2.701319 0.659 -0.048 0.231
H 1.940420 -5.676856 -3.550729 0.092 0.002 0.237
H -0.227960 -4.614376 -4.376539 0.217 0.033 -0.228
H -0.637470 -6.165176 -3.699119 0.271 -0.179 0.216
H -0.911630 -4.665326 -2.803589 0.228 -0.267 0.314
C -3.946900 6.824904 2.074841 -0.208 -0.464 0.076
C -4.484150 5.946244 3.216181 0.199 0.805 -0.832
O -4.085760 4.582434 2.949941 0.696 -0.999 0.822
P -3.381320 3.644024 4.070081 1.334 0.803 2.087
O -3.820420 3.879884 5.486041 0.291 -0.204 -2.204
O -3.607140 2.176994 3.511251 -0.526 1.477 -2.204
C -2.997860 1.049024 4.073131 -0.061 -1.543 1.830
C -3.324760 -0.341536 3.438521 0.116 1.474 -0.127
O -1.752610 3.898304 4.016161 -2.837 -0.714 0.690
C -0.884630 3.447654 2.977681 0.760 0.680 -0.193
C 0.193400 4.494054 3.031461 1.003 0.559 -0.370
H -4.379550 7.825264 2.061341 0.032 0.074 0.460
H -2.867790 6.890214 2.213931 0.035 0.118 -0.395
H -4.200400 6.422324 1.094141 0.207 -0.292 0.061
H -4.056520 6.385344 4.117531 -0.141 -0.675 0.373
H -5.572900 5.979524 3.256511 0.054 -0.160 0.151
H -1.922140 1.154064 4.214201 0.090 0.203 -0.511
H -3.416930 1.090444 5.078491 0.177 -0.741 0.397
H -2.934930 -1.100116 4.117261 -0.083 0.042 0.117
H -4.400030 -0.466266 3.310721 -0.023 -0.034 0.118
H -2.841550 -0.498246 2.474121 0.050 0.366 0.046
H -0.415460 2.486624 3.188391 -0.653 -0.331 -0.063
H -1.417120 3.439014 2.026641 0.247 -0.264 -0.063
H 0.915170 4.472374 2.214951 -0.482 0.074 -0.565
H -0.298930 5.460704 3.137761 0.305 0.168 -0.359
H 0.889500 4.402764 3.865261 -0.475 -0.265 0.547
C 1.316400 1.161564 -5.005379 -0.470 0.502 -0.241
C -0.138720 1.516524 -4.655319 0.434 -0.371 -1.309
C -0.208570 2.628634 -3.638419 0.083 -0.088 0.546
C 0.131640 3.952094 -4.171959 0.220 1.461 -0.810
N 0.400390 5.003184 -4.593059 -0.379 -1.678 0.644
H 1.776310 1.962944 -5.583649 0.125 0.229 0.241
H 1.414160 0.288074 -5.650019 -0.138 -0.233 0.321
H 1.844390 1.045644 -4.058869 0.361 -0.260 -0.197
H -0.649240 0.602414 -4.352219 -0.055 0.259 0.539
H -0.697640 1.869194 -5.522119 0.089 -0.157 -0.339
H 0.524240 2.441674 -2.853479 -0.230 -0.062 0.447
H -1.214030 2.630124 -3.217519 0.106 0.370 0.275
C 3.017260 1.170824 5.857041 0.645 -0.221 0.957
C 2.625540 1.945624 4.636741 0.085 0.792 0.050
C 2.320660 1.119414 3.411781 -0.219 -0.731 -0.680
C 3.292760 0.002894 3.171811 -0.900 1.242 0.222
N 4.081000 -0.816936 3.027941 0.173 -0.324 -0.145
H 2.361100 0.378374 6.217011 -0.390 0.047 -0.373
H 3.131860 1.865404 6.689221 0.012 0.034 0.106
H 3.994030 0.706264 5.722141 0.072 -0.074 -0.088
H 3.416450 2.669054 4.438751 0.236 -0.132 -0.257
H 1.778150 2.595284 4.855781 -0.324 -0.233 -0.089
H 2.225810 1.720674 2.507581 0.476 0.170 -0.100
H 1.304610 0.727444 3.457691 0.054 -0.586 0.186
C 3.625000 5.537024 -1.915819 0.306 -0.918 0.546
C 3.696670 3.996554 -1.584969 -0.437 1.544 -0.832
C 2.951520 3.587594 -0.295119 0.112 -0.190 -0.686
C 3.661980 3.858274 0.937001 1.377 0.418 2.290
N 4.222500 4.034024 1.947481 -1.083 -0.301 -1.958
H 2.633720 5.894244 -2.194879 -0.160 -0.133 0.405
H 4.259800 5.812684 -2.757919 0.192 -0.294 -0.018
H 4.016830 6.052844 -1.039179 -0.249 0.400 -0.026
H 4.753420 3.729564 -1.594759 -0.149 -0.314 0.339
H 3.239210 3.479214 -2.428289 0.005 -0.280 0.114
H 2.745870 2.517504 -0.321769 0.048 -0.053 0.043
H 1.961330 4.033974 -0.203549 -0.031 0.145 -0.188
C 5.190620 -2.620306 -2.907919 0.866 -1.217 -0.594
C 5.253440 -2.449006 -1.393639 -0.549 0.308 -0.529
C 4.269580 -1.344886 -0.985769 0.478 0.232 -0.035
C 4.505200 -0.082066 -1.711429 -0.215 -0.389 0.276
N 4.650060 0.899094 -2.288049 0.098 0.141 -0.126
H 5.664650 -1.816926 -3.471809 -0.624 0.478 0.148
H 4.211810 -2.919316 -3.282929 -0.425 0.803 0.165
H 5.745090 -3.473286 -3.299179 0.504 -0.358 0.599
H 6.248730 -2.174376 -1.044259 0.067 -0.153 -0.111
H 4.919610 -3.349626 -0.878329 0.187 -0.103 -0.053
H 4.383290 -1.143686 0.079451 -0.327 0.032 0.100
H 3.252730 -1.663166 -1.215569 -0.047 0.040 0.200
C -3.265510 6.473154 -1.915849 0.943 -1.013 0.921
C -1.944600 5.617104 -2.151019 -1.656 0.539 0.180
C -1.205280 5.193704 -0.855539 0.182 1.390 -0.726
C -0.530890 6.365144 -0.249939 0.331 0.143 0.788
N 0.054180 7.187644 0.313941 -0.553 -0.430 -0.614
H -3.922140 6.411464 -2.783679 0.270 0.563 -0.102
H -3.091320 7.463894 -1.496109 0.206 0.312 -0.749
H -3.845740 6.036734 -1.102849 -0.031 -0.545 0.019
H -1.295750 6.125504 -2.864189 0.140 0.014 0.264
H -2.322090 4.739054 -2.675069 0.296 -0.311 0.119
H -0.383780 4.511834 -1.075319 -0.285 -0.462 0.111
H -1.890650 4.791554 -0.109459 0.115 -0.274 -0.098
```
Positions in Å, forces in eV/Å.